(1)
Density functional theory data (the ωB97M-V functional and the def2-TZVPD basis) for 2 unconnected molecules or ions with the total composition C3H9N3O2 in a non-equilibrium geometry.

Calculated values
energy above the lowest of the compared OMol25 structures with the same formula, charge and spin = 138.8 kcal per mole
HOMO = -0.32680 Ha
electronic energy = -11818.0385 eV
strongest force on any atom = 0.0418 hartree/bohr
gap between HOMO and LUMO = 9.70 eV
E_LUMO = 0.8107 eV
molar mass = 119.12 g/mol
multiplicity = 1
net charge = 0

Cartesian coordinates (Å):
C  0.328378  -2.110052  0.262845
C  -0.122071  -0.859629  0.203902
O  -1.117801  -0.403961  1.002871
N  0.176345  -0.049842  -0.997819
C  -0.824169  -0.201301  -2.043729
O  0.212739  1.332610  -0.614144
H  1.035412  -2.474835  -0.449192
H  -0.042038  -2.785523  1.010522
H  -1.135556  0.564787  0.956085
H  -0.520551  0.392845  -2.907227
H  -1.821841  0.112732  -1.718065
H  -0.846970  -1.255073  -2.318843
H  1.110053  1.627231  -0.797047
H  0.499217  2.817088  2.441499
N  0.411394  1.780455  2.383682
N  1.416823  1.289386  1.868959
H  1.240636  0.223083  1.715701

Forces on atoms 1 to 6 (eV/Å):
C -0.048 0.493 0.362
C -0.733 0.057 -2.021
O 0.286 0.198 0.068
N 0.652 -0.453 1.149
C -0.127 0.017 0.059
O -0.656 -0.215 -0.160


(2)
Density functional theory data (the ωB97M-V functional and the def2-TZVPD basis) for a single C21H19Cl2N3 molecule in a non-equilibrium geometry.

Calculated values
HOMO = -0.26204 Ha
electronic energy = -51596.0898 eV
strongest force on any atom = 0.0996 hartree/bohr
gap between HOMO and LUMO = 6.99 eV
E_LUMO = -0.1383 eV
molar mass = 384.31 g/mol
multiplicity = 1
net charge = 0

Cartesian coordinates (Å):
Cl  5.988210  -1.227563  -4.452261
C  4.828773  -2.560145  -4.519906
C  5.140270  -3.514042  -5.428860
C  4.268799  -4.602409  -5.619148
C  3.219487  -4.803788  -4.666743
C  2.834781  -3.837383  -3.712634
Cl  1.306981  -4.137789  -2.869658
C  3.704152  -2.653337  -3.620986
C  3.422495  -1.549799  -2.727509
N  2.650237  -1.601305  -1.682137
N  2.421781  -0.366718  -1.155488
C  1.189587  -0.257658  -0.589009
C  0.431305  -1.414787  -0.209922
C  -0.631872  -1.393798  0.529484
N  -0.984257  -0.054026  1.056011
C  -2.475138  0.212070  1.284359
C  -2.836477  -0.023008  2.833562
C  -2.031814  1.088356  3.576945
C  -2.653412  2.477781  3.361634
C  -1.771898  3.512055  3.315857
C  -2.232957  4.919372  3.213108
C  -3.534580  5.234034  3.096750
C  -4.413968  4.192884  2.940747
C  -4.060297  2.842242  3.220123
C  -0.275120  1.078010  0.677829
C  0.781061  1.012841  -0.171474
H  5.935737  -3.415334  -6.109281
H  4.431117  -5.343388  -6.317448
H  2.711788  -5.787806  -4.785243
H  3.983158  -0.623969  -2.989186
H  0.822546  -2.357910  -0.337728
H  -1.349088  -2.199611  0.585772
H  -2.994177  -0.466546  0.584350
H  -2.857080  1.192571  0.959876
H  -2.337392  -0.963597  3.190259
H  -3.937679  0.013062  2.962140
H  -1.962481  0.937024  4.630964
H  -0.938780  1.007133  3.377437
H  -0.697224  3.221114  3.534876
H  -1.540856  5.737599  3.306991
H  -4.086221  6.117430  3.195331
H  -5.513085  4.354611  2.810519
H  -4.767422  2.091691  3.152099
H  -0.544260  2.027885  1.040261
H  1.355270  1.885952  -0.472661

Forces on atoms 1 to 6 (eV/Å):
Cl -0.579 -0.214 0.260
C -0.717 0.485 1.726
C -1.866 -1.714 -1.226
C -0.813 1.786 3.978
C 0.142 -0.417 -1.176
C 1.899 0.441 -1.332